1.
12
Properties=species:S:1:pos:R:3 method="wB97M-V/def2-TZVPD" gap_ev=11.931 e_above_lowest_ev=0.8037 smiles=FC1(Cl)CCC1
F -1.823 -0.461 0.058
C -0.777 0.373 -0.390
Cl -1.603 1.698 -1.309
C -0.040 0.540 0.889
C 0.836 -0.653 0.438
C 0.303 -0.442 -0.957
H 0.533 1.447 1.068
H -0.741 0.526 1.715
H 0.522 -1.479 1.103
H 1.974 -0.477 0.437
H -0.170 -1.273 -1.615
H 0.985 0.201 -1.436

2.
12
Properties=species:S:1:pos:R:3 method="wB97M-V/def2-TZVPD" gap_ev=10.777 e_above_lowest_ev=2.3095 smiles="C=C=C.FCCl"
C -1.544 0.342 1.280
C -1.636 -0.269 0.136
C -1.587 -0.776 -1.044
H -2.373 0.658 1.905
H -0.497 0.601 1.663
H -1.834 -0.155 -1.959
H -1.573 -1.819 -1.272
F 2.330 0.235 1.146
C 2.180 0.448 -0.256
Cl 2.324 -1.245 -0.899
H 3.027 1.031 -0.552
H 1.183 0.950 -0.149

3.
12
Properties=species:S:1:pos:R:3 method="wB97M-V/def2-TZVPD" gap_ev=11.131 e_above_lowest_ev=0.8083 smiles="C=C[C@@](C)(F)Cl"
C 0.647 1.890 0.253
C -0.116 1.023 -0.388
C -1.068 0.052 0.228
C -0.315 -1.367 0.199
F -1.443 0.391 1.533
Cl -2.570 -0.172 -0.720
H 1.323 2.519 -0.370
H 0.694 1.743 1.294
H 0.033 0.839 -1.457
H 0.335 -1.520 1.151
H -1.026 -2.085 0.347
H 0.026 -1.568 -0.840

4.
12
Properties=species:S:1:pos:R:3 method="wB97M-V/def2-TZVPD" gap_ev=7.378 e_above_lowest_ev=7.3648
C -1.776 -0.301 0.436
C -0.525 0.353 -0.160
C 0.742 -0.443 0.092
C 1.954 0.427 -0.114
H -2.437 0.621 0.679
H -1.346 -1.047 1.368
H -0.410 1.396 0.141
H -0.453 0.514 -1.288
H 0.718 -1.786 0.330
H 2.682 2.039 -0.734
F -2.498 -1.003 -0.614
Cl 3.348 -0.769 -0.136

5.
12
Properties=species:S:1:pos:R:3 method="wB97M-V/def2-TZVPD" gap_ev="8.810 / 7.906" e_above_lowest_ev=4.7445
C -0.187 -1.154 2.158
C -0.334 -0.122 1.353
C 0.186 1.063 -1.670
C 0.531 -0.198 -1.077
F -0.529 -1.158 3.462
Cl -1.130 1.321 1.331
H 0.186 -2.169 1.899
H 1.020 1.758 -1.935
H -0.607 1.585 -1.046
H -0.463 0.648 -2.561
H 1.591 -0.700 -0.959
H -0.265 -0.875 -0.956

6.
17
Properties=species:S:1:pos:R:3 method="wB97M-V/def2-TZVPD" gap_ev=2.140 charge=+1
Y -0.818 -5.545 -1.710
C -0.761 -0.364 1.151
O -0.064 -0.424 -0.107
O -1.228 -1.686 1.184
C 0.128 0.200 2.319
F 1.333 -0.354 2.106
F 0.313 1.533 2.338
F -0.381 -0.175 3.530
C 0.568 0.781 -0.642
C -0.474 1.879 -1.113
H -1.430 1.489 -1.462
H -0.624 2.605 -0.315
H 0.053 2.427 -1.894
H 1.144 0.503 -1.524
H 1.292 1.204 0.054
H -1.599 0.315 0.993
Cl 2.549 -4.388 -4.908

7.
14
Properties=species:S:1:pos:R:3 method="wB97M-V/def2-TZVPD" gap_ev=10.078 e_above_lowest_ev=1.0962 smiles=C[C@]1(S)[C@@H](O)[C@@]1(F)Cl
C -1.160 1.237 -0.371
C -0.317 -0.073 -0.125
S -1.164 -1.525 -0.820
C 0.531 -0.193 1.111
O 0.709 -1.370 1.791
C 1.234 0.091 -0.187
F 1.602 1.379 -0.464
Cl 2.349 -1.099 -0.869
H -0.645 1.943 0.319
H -1.078 1.617 -1.436
H -2.235 1.163 -0.137
H -0.417 -1.672 -1.980
H 0.490 0.644 1.794
H 0.099 -2.141 1.374

8.
13
Properties=species:S:1:pos:R:3 method="wB97M-V/def2-TZVPD" gap_ev=8.833 e_above_lowest_ev=1.8526
C 1.122 0.226 0.506
C 1.085 -1.034 1.273
C -0.794 0.257 -1.600
C -0.831 0.657 -0.080
O 1.892 0.943 0.040
Cl -1.998 -0.238 0.845
I -1.037 2.796 0.412
H 1.265 -1.891 0.616
H -0.040 -1.224 1.689
H 1.722 -1.082 2.217
H 0.166 -0.165 -1.814
H -0.977 1.154 -2.151
H -1.575 -0.398 -1.954

9.
12
Properties=species:S:1:pos:R:3 method="wB97M-V/def2-TZVPD" gap_ev=10.047 e_above_lowest_ev=1.4577 smiles="C=C/C(Cl)=N/C"
C 1.110 1.798 -0.084
C -0.196 1.613 0.196
C -0.707 0.231 0.072
Cl -2.449 0.159 -0.140
N 0.195 -0.628 0.175
C -0.115 -2.041 0.080
H 1.616 2.708 -0.197
H 1.652 0.902 -0.398
H -0.868 2.450 0.127
H -0.119 -2.222 -0.989
H 0.764 -2.619 0.323
H -0.884 -2.352 0.833

10.
12
Properties=species:S:1:pos:R:3 method="wB97M-V/def2-TZVPD" gap_ev=7.928 e_above_lowest_ev=3.0672
C 1.127 -1.965 -0.224
C -0.998 0.094 -0.948
C 0.633 1.023 0.809
C -0.406 0.040 0.415
N 1.817 -2.825 -0.534
Cl -1.380 -0.594 1.661
H -1.629 0.985 -1.053
H -0.212 0.150 -1.697
H -1.617 -0.778 -1.145
H 1.389 1.107 0.033
H 1.107 0.754 1.749
H 0.170 2.009 0.933

11.
12
Properties=species:S:1:pos:R:3 method="wB97M-V/def2-TZVPD" gap_ev=10.428 e_above_lowest_ev=0.9799
H 0.576 2.502 -1.469
N 0.296 1.504 -1.302
C 0.505 1.139 -0.085
Cl 0.825 2.166 1.188
C 0.110 -0.241 0.357
C -0.019 -0.560 1.619
C -0.366 -1.116 -0.859
H -0.444 -1.537 1.738
H 0.172 -0.008 2.478
H -1.346 -0.771 -1.179
H -0.592 -2.241 -0.725
H 0.284 -0.837 -1.760

12.
12
Properties=species:S:1:pos:R:3 method="wB97M-V/def2-TZVPD" gap_ev=11.876 e_above_lowest_ev=0.1528 smiles=CC(C)(Cl)C#N
C -0.075 0.290 1.343
C -0.115 -0.432 -0.076
C -0.277 0.614 -1.222
Cl -1.615 -1.572 -0.084
C 1.040 -1.250 -0.178
N 2.077 -1.776 -0.192
H 0.992 0.545 1.418
H -0.720 1.185 1.282
H -0.443 -0.339 2.149
H -1.240 1.203 -1.153
H 0.529 1.360 -1.082
H -0.151 0.170 -2.204

Listing DFT total energy for the structures above in their given order: -19483.9383; -19482.4326; -19483.9337; -19477.3772; -19479.9975; -30039.1032; -32366.2158; -26913.5728; -18255.9834; -18254.3740; -18256.4612; -18257.2883 eV.